No. 1
{
  "formula": "C4H5NS2",
  "method": "ωB97M-V/def2-TZVPD",
  "relative_energy_ev": 1.819,
  "smiles": "C1=NSC2(CC2)S1",
  "mol_weight_g_mol": 131.22,
  "symbols": ["C", "C", "C", "C", "H", "H", "H", "H", "H", "N", "S", "S"],
  "coordinates": [[-1.075, -1.829, 0.456], [-1.776, -1.044, -0.640], [-0.528, -0.502, -0.033], [1.587, 1.014, -0.317], [-0.559, -2.746, 0.177], [-1.530, -1.718, 1.443], [-1.632, -1.364, -1.691], [-2.648, -0.485, -0.269], [2.546, 1.416, -0.645], [0.968, 1.635, 0.564], [1.037, -0.482, -0.993], [-0.550, 0.958, 1.008]]
}


No. 2
{
  "formula": "C9H15NO3S4",
  "method": "ωB97M-V/def2-TZVPD",
  "smiles": "CSC1(SC)OC(SC)(SC)[C@@H](C(N)=O)C1=O",
  "mol_weight_g_mol": 313.49,
  "symbols": ["O", "O", "O", "S", "S", "S", "S", "C", "C", "N", "C", "C", "C", "C", "C", "C", "C", "H", "H", "H", "H", "H", "H", "H", "H", "H", "H", "H", "H", "H", "H", "H"],
  "coordinates": [[-0.066, -3.745, -0.434], [-0.387, -0.980, -2.710], [-0.062, 0.494, 0.511], [-2.571, 0.491, -0.639], [-0.188, 2.110, -1.684], [2.519, 0.360, -0.128], [1.312, -1.229, 2.150], [-0.283, -2.600, -0.108], [-0.236, -0.645, -1.539], [-1.426, -2.390, 0.613], [-2.842, 1.855, 0.508], [-1.439, 2.428, -2.972], [3.934, -0.791, 0.093], [1.112, 0.184, 3.315], [-0.729, 0.574, -0.786], [1.003, -0.453, 0.470], [0.592, -1.472, -0.607], [-1.771, -1.441, 0.731], [-2.075, -3.141, 0.754], [-2.471, 2.765, 0.122], [-2.376, 1.579, 1.465], [-3.917, 2.010, 0.678], [-1.169, 3.340, -3.519], [-1.464, 1.612, -3.701], [-2.425, 2.612, -2.537], [4.312, -0.761, 1.117], [3.652, -1.837, -0.046], [4.734, -0.525, -0.541], [1.304, -0.115, 4.328], [1.826, 1.009, 3.016], [0.133, 0.624, 3.234], [1.464, -1.920, -1.154]]
}


No. 3
{
  "formula": "C2H5NS",
  "method": "ωB97M-V/def2-TZVPD",
  "relative_energy_ev": 2.072,
  "smiles": "C=CSN",
  "mol_weight_g_mol": 75.14,
  "symbols": ["C", "C", "N", "S", "H", "H", "H", "H", "H"],
  "coordinates": [[1.325, -0.080, 0.857], [0.937, -0.120, -0.342], [-1.696, 0.227, -0.464], [-0.458, 1.005, -1.136], [1.905, -0.901, 1.259], [1.056, 0.847, 1.494], [1.300, -0.901, -1.046], [-2.451, 0.691, 0.079], [-1.917, -0.767, -0.700]]
}


| no. | HOMO energy (eV) |
| --- | --- |
| 1 | -8.10 |
| 2 | -8.68 |
| 3 | -8.17 |